[1]
Computed, not measured: a 2-piece molecular cluster, C3H10N2 overall at a distorted geometry, with wB97M-V/def2-TZVPD.

Geometry (Å):
C  -3.252955  -0.036289  -0.224280
N  -2.063538  0.360454  -0.290336
H  -3.987941  0.554252  0.317210
H  -3.645755  -0.984626  -0.600469
H  -1.408093  -0.334037  -0.647091
C  1.575510  -1.089466  0.278495
C  1.607818  0.280876  -0.355197
N  1.313380  1.312614  0.640003
H  0.908543  -1.057542  1.150770
H  1.270423  -1.947130  -0.313265
H  2.535598  -1.290969  0.762083
H  2.585222  0.496898  -0.780883
H  0.907842  0.371594  -1.185585
H  1.255914  2.230195  0.218984
H  0.398031  1.133176  1.029560

Forces on the atoms, in the same order (eV/Å):
C -0.38 -0.42 0.25
N 0.50 0.17 0.57
H -0.04 0.38 -0.26
H 0.25 -0.14 -0.06
H -0.28 -0.01 -0.49
C 0.15 -0.04 1.47
C -0.29 0.59 -0.50
N 0.22 -0.13 0.36
H -0.23 -0.02 -0.26
H 0.14 0.17 -0.42
H 0.06 -0.18 -0.30
H 0.17 -0.07 -0.01
H -0.21 -0.32 -0.29
H 0.10 0.00 -0.12
H -0.17 0.02 0.06

Summary:
HOMO level (eV): -9.0155
Frontier orbital gap (eV): 10.052
Total charge: 0
Energy (eV): -6252.209
Multiplicity: 1
SMILES string: C=N.CCN
Energy relative to the best compared isomer or geometry (same formula, charge and spin) (kcal per mole): 28.1



[2]
Computed, not measured: a 24-piece molecular cluster, C39H63Cl46F3N2O3P overall at a distorted geometry, with wB97M-V/def2-TZVPD.

Geometry (Å):
C  -1.096631  7.290872  3.305073
C  -0.171732  6.199760  2.813928
C  -0.019555  5.938699  1.439494
C  -0.750823  6.694434  0.347287
O  -1.693269  7.434689  0.514348
O  -0.292312  6.456686  -0.917436
P  -1.150634  5.224177  -1.713603
C  -1.939346  4.093176  -0.472953
O  0.022232  4.293781  -2.389859
C  0.832877  4.887184  1.032811
C  1.486665  4.140493  1.987725
C  2.354744  2.989936  1.662283
C  3.355245  2.968159  0.674872
C  4.105947  1.811720  0.502204
N  3.997372  0.639736  1.143519
C  3.008523  0.700955  2.042736
C  2.195968  1.781729  2.358921
N  1.328217  4.410262  3.299216
C  0.528894  5.399757  3.714563
C  0.385200  5.586823  5.215776
C  -0.958687  4.987259  5.733802
C  -1.377047  3.696420  5.048158
F  -2.268996  3.074899  5.853425
F  -2.024722  3.893858  3.890489
F  -0.368406  2.816991  4.885245
H  -1.343387  8.029997  2.552132
H  -0.628301  7.834327  4.134730
H  -1.983265  6.813589  3.732842
H  -2.368317  3.274137  -1.060805
H  -2.767890  4.554055  0.073742
H  -1.260935  3.612874  0.250447
H  -0.364300  3.852939  -3.163961
H  0.984051  4.636694  -0.009995
H  3.543433  3.840140  0.055860
H  4.911995  1.866181  -0.259980
H  2.833757  -0.222724  2.552607
H  1.444519  1.692588  3.135249
H  1.821816  3.823072  3.965341
H  0.367695  6.658576  5.418800
H  1.239661  5.176311  5.761092
H  -0.843729  4.749755  6.792868
H  -1.748671  5.720740  5.579340
C  5.722404  -0.350494  -2.844491
Cl  4.706618  -1.305117  -3.937639
Cl  4.786529  0.390063  -1.521670
H  6.477724  -1.009433  -2.411544
H  6.197286  0.440729  -3.416174
C  -6.081001  2.511175  -2.092375
Cl  -4.796230  1.485904  -1.436932
Cl  -5.765051  2.936560  -3.778379
H  -7.018563  1.970645  -2.036020
H  -6.139704  3.420448  -1.504258
C  3.158660  -0.769391  6.073022
Cl  4.794253  -0.684644  6.726581
Cl  2.977168  0.272306  4.639684
H  2.946937  -1.791968  5.784662
H  2.458466  -0.445069  6.834258
C  -1.935497  1.117352  -4.385200
Cl  -2.412233  2.568543  -5.278981
Cl  -0.176611  0.964544  -4.351212
H  -2.302718  1.199252  -3.367734
H  -2.363014  0.244322  -4.864866
C  -7.116688  -1.592202  0.348765
Cl  -7.618329  -0.140098  -0.530000
Cl  -5.359741  -1.809621  0.350672
H  -7.448614  -1.501005  1.366993
H  -7.579987  -2.460677  -0.119104
C  -2.454736  8.011094  -4.430673
Cl  -1.011781  7.279338  -3.717509
Cl  -2.300778  8.195556  -6.181404
H  -3.306444  7.372096  -4.220053
H  -2.604245  8.988259  -3.986870
C  -7.081799  2.963509  -7.394865
Cl  -8.259555  2.385445  -6.215520
Cl  -5.480667  3.227012  -6.670075
H  -6.984698  2.223805  -8.181104
H  -7.434144  3.902642  -7.805894
C  -6.101174  6.706800  -6.314726
Cl  -7.814800  6.560366  -6.722609
Cl  -5.849820  7.791923  -4.938340
H  -5.721723  5.724246  -6.057881
H  -5.569168  7.103001  -7.172960
C  2.229290  2.320609  -7.348535
Cl  3.244863  1.412651  -6.224093
Cl  0.739398  1.461782  -7.760370
H  1.968545  3.263145  -6.879954
H  2.784550  2.501114  -8.261699
C  8.186473  -3.770885  -1.658150
Cl  8.240796  -2.218903  -2.507666
Cl  6.935463  -3.775819  -0.407149
H  7.969531  -4.551863  -2.375775
H  9.148542  -3.945870  -1.194501
C  12.368078  -2.175225  -2.245237
Cl  11.118909  -0.961090  -2.555821
Cl  11.687438  -3.798257  -2.048012
H  13.051061  -2.183775  -3.090046
H  12.898387  -1.906419  -1.338439
C  -8.915314  -3.756154  3.425494
Cl  -9.370238  -2.310719  2.520555
Cl  -7.152901  -3.948378  3.449594
H  -9.282115  -3.668171  4.442359
H  -9.348637  -4.624921  2.931954
C  8.707945  -7.971255  -3.209771
Cl  8.762732  -6.434073  -4.082187
Cl  7.463973  -7.955186  -1.954549
H  8.487746  -8.764193  -3.914328
H  9.672269  -8.142165  -2.745016
C  -3.369248  -1.250014  5.249856
Cl  -2.401976  -2.291560  6.306357
Cl  -4.916275  -1.987155  4.832732
H  -3.554858  -0.311733  5.761669
H  -2.811767  -1.072049  4.336564
C  9.488093  -4.039485  -7.008370
Cl  9.072849  -3.083502  -5.584554
Cl  11.202693  -4.480317  -7.009023
H  8.890882  -4.945467  -7.008964
H  9.278463  -3.455170  -7.897003
C  -11.705584  0.636743  -0.554362
Cl  -10.763971  -0.427895  0.495995
Cl  -13.262600  -0.078765  -0.981563
H  -11.881536  1.571954  -0.035172
H  -11.142190  0.815060  -1.463941
C  10.999808  -8.199773  -7.315844
Cl  9.548621  -8.899932  -6.582694
Cl  11.199635  -8.725587  -8.989300
H  10.913861  -7.120844  -7.295972
H  11.864989  -8.515366  -6.743855
C  -4.078086  -4.548813  8.614852
Cl  -3.173185  -5.613577  9.700929
Cl  -5.616656  -5.267296  8.132134
H  -4.274454  -3.613413  9.127113
H  -3.482874  -4.369189  7.727362
C  -8.806316  -5.953959  0.176842
Cl  -8.568023  -4.332403  -0.503308
Cl  -10.099746  -5.987649  1.393034
H  -9.075597  -6.629414  -0.626951
H  -7.883582  -6.277074  0.642339
C  14.646028  0.827816  -4.070645
Cl  14.449186  -0.905037  -4.373557
Cl  16.079591  1.157980  -3.095371
H  14.743799  1.337198  -5.022340
H  13.770881  1.188474  -3.541351
C  -3.655135  -5.638040  0.727621
Cl  -5.369044  -5.795147  0.329527
Cl  -3.403765  -4.519560  2.073261
H  -3.275303  -6.614588  1.006315
H  -3.122390  -5.266384  -0.140211
C  -4.904368  -5.039343  13.105201
Cl  -6.156731  -6.186135  13.591117
Cl  -5.548847  -3.398554  12.948061
H  -4.122223  -5.036873  13.855744
H  -4.503916  -5.344493  12.146223
C  -1.672730  -6.894075  4.505490
Cl  -0.348942  -5.759402  4.204156
Cl  -2.772114  -6.316545  5.759412
H  -2.234606  -7.019991  3.586895
H  -1.251911  -7.842557  4.818987

Forces on the atoms, in the same order (eV/Å):
C 0.58 -0.11 0.87
C -0.29 0.42 -0.83
C 0.77 -0.81 -0.13
C -1.02 0.83 -0.52
O 1.09 -0.80 0.23
O 0.40 -1.15 1.15
P -2.51 -0.57 -1.45
C 1.14 -0.30 0.98
O 0.22 0.21 1.06
C -0.29 0.72 0.57
C 0.71 -0.71 -0.49
C 0.64 -1.18 -0.21
C -0.92 0.35 0.58
C 1.54 0.88 -0.55
N -1.29 2.02 0.45
C -0.08 -1.11 -0.57
C -0.01 0.94 -0.39
N -0.40 0.49 -0.92
C -0.13 0.55 1.21
C -0.36 -0.17 -0.39
C 0.92 0.06 -0.42
C -1.19 -0.11 1.45
F 0.10 -0.01 -0.14
F 0.68 -0.06 -0.32
F 0.10 0.26 -0.46
H -0.17 -0.34 -0.03
H -0.01 -0.10 -0.12
H -0.18 0.27 -0.36
H 0.06 0.28 -0.24
H 0.15 0.19 -0.18
H -0.22 0.02 -0.08
H 0.21 0.13 -0.08
H 0.01 0.06 0.12
H 0.12 -0.14 0.07
H -0.73 0.52 1.39
H -0.18 -0.25 -0.35
H -0.05 -0.18 -0.17
H -0.05 0.07 0.05
H 0.10 -0.14 0.09
H -0.11 -0.13 -0.22
H -0.20 0.16 -0.09
H -0.12 -0.24 0.23
C -0.05 -0.13 -0.02
Cl 0.08 0.07 0.06
Cl 0.63 -1.47 -2.07
H -0.69 0.39 -0.05
H -0.14 0.04 0.00
C 0.01 0.19 -0.06
Cl 0.15 0.07 0.06
Cl -0.13 -0.06 0.59
H 0.08 -0.10 -0.06
H 0.09 -0.02 0.00
C 0.02 0.03 0.25
Cl -0.08 -0.01 0.00
Cl 0.16 -0.38 1.90
H 0.06 0.02 -0.13
H 0.03 0.08 -0.02
C -0.05 -0.02 0.07
Cl 0.02 0.07 0.06
Cl 0.06 -0.07 0.20
H -0.01 0.06 -0.03
H 0.06 0.06 -0.11
C 0.15 -0.09 -0.28
Cl 0.06 -0.01 -0.09
Cl 0.00 -0.03 -0.03
H 0.14 0.11 0.11
H 0.42 0.62 0.19
C -0.14 -0.07 0.03
Cl 0.31 0.87 -0.79
Cl -0.06 -0.02 0.01
H 0.13 -0.03 -0.05
H 0.10 0.02 -0.04
C -0.11 0.03 -0.14
Cl -0.03 0.01 -0.08
Cl 0.00 -0.06 -0.64
H 0.08 -0.06 0.10
H 0.03 0.04 0.12
C 0.13 -0.06 -0.06
Cl 0.01 -0.05 -0.03
Cl -0.09 0.01 0.01
H -0.08 0.09 0.08
H -0.06 0.10 0.05
C -0.04 0.19 -0.03
Cl 0.01 -0.06 0.02
Cl 0.06 0.04 -0.08
H -0.07 -0.06 0.02
H 0.02 -0.11 0.02
C -0.10 -0.14 0.07
Cl 0.24 -0.56 0.06
Cl 0.00 -0.03 0.00
H -0.10 0.07 -0.03
H 0.00 0.13 0.06
C 0.11 -0.02 -0.09
Cl 0.52 0.17 0.01
Cl 0.05 -0.05 0.00
H -0.37 -0.15 0.29
H -0.10 -0.03 0.04
C 0.04 -0.17 0.14
Cl -0.44 -0.13 0.38
Cl -0.06 -0.15 -0.03
H 0.12 0.13 0.00
H 0.25 0.47 0.26
C 0.02 -0.12 0.01
Cl 0.10 0.07 -0.06
Cl 0.03 -0.02 0.02
H -0.07 0.07 -0.02
H -0.02 0.09 0.03
C -0.09 0.13 -0.09
Cl 0.12 0.08 -0.03
Cl 0.10 0.05 0.01
H -0.02 -0.08 0.08
H 0.01 -0.12 0.01
C -0.12 0.02 -0.07
Cl -0.05 -0.08 -0.02
Cl 0.02 -0.01 -0.06
H 0.07 -0.02 0.09
H 0.09 0.04 0.03
C 0.04 0.09 -0.04
Cl -0.32 0.09 -0.02
Cl 0.00 0.05 -0.04
H -0.05 -0.07 0.06
H -0.01 -0.11 0.00
C 0.12 0.03 0.00
Cl -0.02 -0.06 -0.01
Cl 0.04 0.04 0.01
H -0.08 -0.01 -0.03
H -0.05 -0.10 -0.02
C -0.04 0.11 -0.04
Cl 0.09 0.02 0.01
Cl -0.01 0.04 -0.04
H -0.04 -0.07 0.07
H -0.02 -0.12 0.02
C -0.04 -0.05 -0.07
Cl -0.34 -0.73 -0.07
Cl -0.11 -0.41 -0.54
H -0.10 0.08 0.00
H -0.05 0.10 0.13
C -0.05 0.15 0.03
Cl 0.28 0.22 -0.38
Cl -0.03 0.04 -0.01
H 0.08 -0.09 -0.02
H 0.02 -0.10 0.05
C 0.10 -0.02 0.03
Cl 0.10 -0.01 -0.11
Cl 0.06 -0.06 0.06
H -0.06 0.01 0.06
H -0.10 0.08 0.00
C 0.06 -0.07 -0.01
Cl 0.05 -0.03 0.00
Cl 0.07 0.05 -0.04
H -0.09 0.05 0.06
H -0.09 0.00 -0.04
C -0.01 -0.08 -0.05
Cl 0.00 -0.03 -0.02
Cl -0.05 -0.05 -0.02
H -0.02 0.13 0.02
H 0.04 0.07 0.08

Summary:
HOMO level (eV): -10.3550
Frontier orbital gap (eV): 5.857
Total charge: +1
Energy (eV): -644054.209
Multiplicity: 1



[3]
Computed, not measured: an isolated ion of composition C13H22NO2 and charge +1, with wB97M-V/def2-TZVPD.

Geometry (Å):
C  1.734460  -3.060614  -2.044067
C  0.403069  -3.259874  -1.336101
O  -0.205426  -2.035309  -0.926401
C  -0.802717  -1.270749  -1.967077
C  -1.294082  0.050733  -1.378850
C  -2.376867  -0.153750  -0.323757
N  -1.863227  -0.971473  0.811636
C  -1.278329  -0.199843  1.948304
C  0.007932  0.471951  1.550685
C  1.139739  -0.300625  1.334529
C  2.319147  0.311525  0.937210
C  2.373589  1.676835  0.766984
C  1.243686  2.469477  1.002059
O  1.403888  3.793063  0.819482
C  0.332332  4.668912  1.091642
C  0.055352  1.852372  1.388293
H  2.384823  -2.428612  -1.444653
H  1.603653  -2.604598  -3.021666
H  2.211436  -4.026068  -2.180985
H  0.554503  -3.813095  -0.405858
H  -0.295395  -3.818743  -1.971032
H  -1.634681  -1.838828  -2.408831
H  -0.071356  -1.065177  -2.753758
H  -0.445221  0.580290  -0.947260
H  -1.702407  0.658778  -2.185252
H  -3.224566  -0.677378  -0.770996
H  -2.727287  0.807731  0.054935
H  -2.608613  -1.569756  1.173772
H  -1.111593  -1.576667  0.373646
H  -1.089540  -0.905568  2.760696
H  -2.013633  0.533007  2.286970
H  1.109208  -1.368839  1.483197
H  3.203125  -0.283203  0.770278
H  3.283760  2.168779  0.465992
H  -0.514941  4.486369  0.423084
H  0.720039  5.669338  0.911370
H  0.006380  4.591161  2.132851
H  -0.830241  2.438447  1.578931

Forces on the atoms, in the same order (eV/Å):
C -0.37 0.15 0.15
C 0.25 -0.35 -0.02
O -0.12 0.21 0.03
C -0.04 0.24 -0.29
C 0.15 -0.44 0.03
C -0.10 0.51 -0.62
N 0.03 -0.42 0.13
C 0.35 0.36 0.40
C 0.19 -0.13 0.05
C -0.19 0.11 0.13
C -0.05 0.03 -0.02
C -0.14 0.21 0.00
C 0.04 -0.25 -0.05
O 0.29 -0.20 -0.05
C -0.23 0.20 0.06
C -0.03 0.22 0.02
H 0.10 0.03 0.04
H 0.05 0.02 -0.10
H 0.07 -0.10 -0.05
H -0.05 -0.04 -0.14
H 0.01 0.02 0.11
H 0.08 0.03 0.00
H -0.05 -0.04 0.04
H -0.02 0.08 -0.09
H -0.04 0.03 0.02
H 0.03 -0.03 0.16
H -0.03 -0.13 0.11
H 0.15 0.04 -0.10
H -0.32 -0.05 0.25
H -0.13 -0.03 -0.12
H -0.03 -0.15 -0.08
H 0.00 -0.16 0.03
H 0.11 -0.05 -0.02
H 0.14 0.06 -0.04
H 0.03 -0.01 0.03
H -0.08 -0.06 0.02
H 0.01 -0.02 -0.04
H -0.10 0.10 0.02

Summary:
HOMO level (eV): -11.6295
Frontier orbital gap (eV): 8.878
Total charge: +1
Energy (eV): -19416.609
Multiplicity: 1
SMILES string: CCOCCC[NH2+]Cc1cccc(OC)c1
Energy relative to the best compared isomer or geometry (same formula, charge and spin) (kcal per mole): 11.1